# 1
17
Properties=species:S:1:pos:R:3 method="wB97M-V/def2-TZVPD" relative_energy_kcal_mol=226.4 orbital_gap_ha=0.299 lumo_energy_ev=-0.56 charge=0
C 1.40128 0.00442 -0.17123
C 0.07604 -0.72052 -0.08407
C 0.18408 -1.63241 1.08958
C 0.19277 -2.27983 -0.22142
C -2.67943 0.81443 -1.49991
H -0.12106 0.75287 1.89486
H 2.19022 -0.57741 0.30072
H 1.61708 0.46335 -1.23093
H -0.83330 -1.85643 1.46607
H 0.82194 -1.70493 1.98878
H 1.07028 -2.52808 -0.84165
H -0.84604 -3.03985 -0.31186
H -3.75426 0.63336 -0.70803
H -2.89734 0.93397 -2.56669
N -1.24120 0.61853 -1.32862
O -0.96489 0.20093 -0.05890
S 1.50698 1.49185 0.94391

# 2
79
Properties=species:S:1:pos:R:3 method="wB97M-V/def2-TZVPD" relative_energy_kcal_mol=40.3 orbital_gap_ha=0.361 lumo_energy_ev=0.44 charge=0
N 1.67783 4.38756 0.93868
C 2.28785 3.22704 0.86136
N 2.33381 2.67000 -0.30423
O 2.87173 2.75970 1.76524
H 1.87812 4.90047 1.78539
H 1.15693 4.77496 0.16494
H 1.97572 3.16026 -1.11140
H 2.58756 1.69256 -0.32242
N 4.23663 -1.55651 0.23779
C 3.73320 -0.40059 0.29959
N 4.11042 0.28331 1.34440
O 3.02896 0.05705 -0.55265
H 3.94001 -2.22307 -0.46066
H 4.75656 -1.82689 1.06039
H 3.82731 1.24792 1.44176
H 4.36570 -0.28639 2.13837
C -1.67872 -2.80668 4.21299
C -0.96075 -1.60138 4.70357
O -0.60445 -0.79815 3.52900
H -1.01069 -3.55393 3.78466
H -2.49450 -2.72130 3.49513
H -2.04794 -3.24041 5.14233
H -0.16690 -1.76666 5.43198
H -1.58828 -0.97068 5.33327
H -1.21353 -1.03944 2.82729
C -2.20121 -2.80289 0.74384
O -2.74282 -1.53583 1.17646
H -2.70143 -3.11349 -0.17343
H -1.12991 -2.71409 0.56349
H -2.10153 -3.64417 1.42971
H -3.68278 -1.70837 1.26757
C -0.81339 4.22802 -1.89206
O 0.52459 4.48266 -1.93055
H -1.19073 5.21774 -1.63482
H -1.01295 3.81501 -2.88084
H -1.13693 3.41535 -1.24169
H 0.59799 5.43898 -1.97129
C 1.40678 -3.08195 1.70233
O 1.02048 -4.42337 1.57855
H 2.44426 -3.00723 1.37648
H 0.78142 -2.29317 1.28417
H 1.45897 -3.06139 2.79088
H 1.69935 -4.87908 2.08160
C -1.92948 -1.85282 -3.58638
O -0.54648 -1.55950 -3.79277
H -2.20441 -2.89711 -3.73466
H -2.36853 -1.65622 -2.60829
H -2.56327 -1.36594 -4.32757
H -0.18196 -1.11678 -3.02288
C 2.72160 -3.03907 -2.23746
O 3.63358 -3.84732 -1.46515
H 1.99341 -2.60900 -1.54979
H 3.34676 -2.34825 -2.80317
H 2.16200 -3.68783 -2.91129
H 3.19261 -4.69235 -1.35075
C -3.81349 1.66477 -0.72522
O -4.61100 0.77180 -1.49924
H -3.05083 1.17057 -0.12338
H -3.41097 2.36658 -1.45565
H -4.48481 2.10560 0.01174
H -4.95599 1.30882 -2.21632
C -1.41662 2.53406 2.86008
O -2.35863 3.29886 2.07436
H -1.61797 2.60553 3.92894
H -1.53358 1.52860 2.45577
H -0.38246 2.83805 2.69821
H -3.20630 3.14730 2.49874
C 0.45588 1.61657 -3.90244
O -0.50279 1.69222 -4.97625
H 1.08091 2.50761 -3.84350
H -0.11297 1.61118 -2.97265
H 1.15380 0.78032 -3.94371
H -1.22514 1.08426 -4.80247
C -0.55882 0.27517 -0.67304
O 0.35232 -0.15433 -1.58209
H -0.82117 1.33172 -0.72766
H -1.46965 -0.30726 -0.81195
H -0.22558 0.16407 0.35880
H 1.23729 0.02866 -1.25812